[1]
Molecular formula: C3H6CsMgO5
Method: DFT, ωB97M-V/def2-TZVPD

Output
**Multiplicity**: 1
**Energy above the lowest of the compared OMol25 structures with the same formula, charge and spin**: 97.43 kJ/mol
**LUMO energy**: 1.3 eV
**Charge**: -1
**Kohn-Sham gap**: 3.41 eV

CARTESIAN COORDINATES (ANGSTROEM)
H 1.60 -2.08 -0.86
C 1.69 -1.42 0.03
C 0.59 -0.36 -0.05
O -0.72 -0.84 0.00
Mg 3.27 1.11 0.05
O 2.92 -0.79 0.10
H 1.49 -2.06 0.91
H 0.77 0.22 -0.97
H 0.74 0.31 0.82
C -1.90 0.46 0.03
O -1.50 1.61 -0.40
O -3.04 -0.06 -0.59
H -2.88 -0.07 -1.53
Cs 0.36 4.21 -0.43
O -2.04 0.34 1.38
H -1.33 -0.59 1.51

Quick look at the Mulliken charges, all values in e:
1. H 0.216
2. C -0.055
3. C -0.359
4. O -0.609
5. Mg 0.027
6. O -0.813
7. H 0.234
8. H 0.207
9. H 0.211
10. C 0.627
11. O -0.755
12. O -0.503
13. H 0.302
14. Cs 0.522
15. O -0.680
16. H 0.427

***

[2]
Molecular formula: C3H6EuLiO5
Method: DFT, ωB97M-V/def2-TZVPD

Output
**Multiplicity**: 8
**Energy above the lowest of the compared OMol25 structures with the same formula, charge and spin**: 0.00 kJ/mol
**LUMO energy (spin up / spin down)**: -5.7 / -5.6 eV
**⟨S²⟩**: 15.762
**Charge**: +1
**Kohn-Sham gap (spin up / spin down)**: 5.98 / 6.14 eV

CARTESIAN COORDINATES (ANGSTROEM)
H -1.28 -1.60 -3.70
C -0.77 -1.92 -2.77
C -1.18 -0.94 -1.67
O -2.54 -1.07 -1.37
Eu 2.76 -1.27 -2.57
O 0.59 -1.98 -2.93
H -1.20 -2.91 -2.52
H -0.94 0.08 -2.02
H -0.55 -1.16 -0.78
C -3.59 1.30 0.63
O -2.99 2.40 0.64
O -4.74 1.15 -0.05
H -5.02 2.00 -0.41
Li -2.24 1.81 2.36
O -3.31 0.38 1.47
H -2.63 -1.15 -0.35

Quick look at the Mulliken charges, all values in e:
1. H 0.233
2. C -0.308
3. C -0.340
4. O -0.519
5. Eu 1.580
6. O -0.734
7. H 0.254
8. H 0.231
9. H 0.264
10. C 1.045
11. O -0.890
12. O -0.422
13. H 0.313
14. Li 0.859
15. O -0.870
16. H 0.304

***

[3]
Molecular formula: C3H6F2
Method: DFT, ωB97M-V/def2-TZVPD

Output
**Multiplicity**: 1
**Energy above the lowest of the compared OMol25 structures with the same formula, charge and spin**: 171.02 kJ/mol
**LUMO energy**: 1.0 eV
**Structure (SMILES)**: C[C@@H](F)CF
**Kohn-Sham gap**: 12.49 eV

CARTESIAN COORDINATES (ANGSTROEM)
C -0.73 1.14 -0.17
C -0.47 -0.35 0.32
C 0.98 -0.82 -0.01
H -0.51 1.76 0.75
H -1.70 1.47 -0.77
H 0.14 1.38 -0.87
H -0.66 -0.42 1.32
H 1.25 -1.31 0.93
H 0.99 -1.70 -0.67
F -1.39 -1.13 -0.47
F 2.10 -0.01 -0.36

Quick look at the natural (NBO) charges, all values in e:
1. C -0.667
2. C 0.185
3. C -0.003
4. H 0.213
5. H 0.250
6. H 0.223
7. H 0.168
8. H 0.162
9. H 0.197
10. F -0.373
11. F -0.356

***

[4]
Molecular formula: C3H6F2N2
Method: DFT, ωB97M-V/def2-TZVPD

Output
**Multiplicity**: 1
**Energy above the lowest of the compared OMol25 structures with the same formula, charge and spin**: 322.25 kJ/mol
**LUMO energy**: 0.8 eV
**Kohn-Sham gap**: 7.52 eV

CARTESIAN COORDINATES (ANGSTROEM)
C 1.15 -1.18 0.98
C -1.88 1.00 0.32
C 0.88 -0.69 -1.36
N 0.97 -0.39 -0.08
N -0.74 1.50 0.18
F -2.93 1.79 0.66
F 1.19 -1.98 -1.69
H 0.80 -0.80 1.88
H 1.37 -2.21 0.74
H -2.10 -0.08 0.42
H 1.23 -0.06 -2.18
H 0.90 0.63 -0.03
H -0.83 2.50 0.16

Quick look at the natural (NBO) charges, all values in e:
1. C -0.420
2. C 0.521
3. C 0.204
4. N -0.443
5. N -0.706
6. F -0.339
7. F -0.359
8. H 0.185
9. H 0.201
10. H 0.180
11. H 0.153
12. H 0.456
13. H 0.367

***

[5]
Molecular formula: C3H6F2OS
Method: DFT, ωB97M-V/def2-TZVPD

Output
**Multiplicity**: 1
**Energy above the lowest of the compared OMol25 structures with the same formula, charge and spin**: 504.53 kJ/mol
**LUMO energy**: -0.1 eV
**Kohn-Sham gap**: 9.33 eV

CARTESIAN COORDINATES (ANGSTROEM)
C 1.02 1.47 0.46
C -1.07 -0.60 0.99
C -0.45 -0.81 -0.30
O 2.11 -0.63 -0.50
F -1.64 -0.48 -1.62
F -0.14 -2.06 -0.64
S 0.98 0.28 -0.74
H 2.00 1.99 0.49
H 0.13 2.01 0.24
H -0.38 -0.98 1.73
H -1.03 0.56 1.16
H -2.15 -0.95 0.90
H 0.64 0.21 -2.16

Quick look at the natural (NBO) charges, all values in e:
1. C -0.946
2. C -0.756
3. C 0.568
4. O -0.925
5. F -0.519
6. F -0.284
7. S 1.499
8. H 0.259
9. H 0.198
10. H 0.279
11. H 0.270
12. H 0.282
13. H 0.076

***

[6]
Molecular formula: C3H6F2S
Method: DFT, ωB97M-V/def2-TZVPD

Output
**Multiplicity**: 1
**Energy above the lowest of the compared OMol25 structures with the same formula, charge and spin**: 110.01 kJ/mol
**LUMO energy**: 0.8 eV
**Structure (SMILES)**: C/C(F)=C\F.S
**Kohn-Sham gap**: 9.83 eV

CARTESIAN COORDINATES (ANGSTROEM)
C 1.34 -0.65 0.45
C 0.65 1.38 -0.88
C 1.13 0.81 0.21
F 0.28 0.64 -1.94
F 1.47 1.61 1.24
S -2.38 0.86 0.25
H 0.41 -1.12 0.75
H 1.70 -1.13 -0.46
H 2.07 -0.78 1.25
H 0.49 2.44 -1.02
H -2.68 -0.42 0.46
H -2.42 0.69 -1.07

Quick look at the natural (NBO) charges, all values in e:
1. C -0.688
2. C 0.132
3. C 0.337
4. F -0.337
5. F -0.326
6. S -0.284
7. H 0.230
8. H 0.237
9. H 0.236
10. H 0.178
11. H 0.140
12. H 0.145

***

[7]
Molecular formula: C3H6F3N
Method: DFT, ωB97M-V/def2-TZVPD

Output
**Multiplicity**: 1
**Energy above the lowest of the compared OMol25 structures with the same formula, charge and spin**: 426.30 kJ/mol
**LUMO energy**: 1.0 eV
**Structure (SMILES)**: CC(C)(F)N(F)F
**Kohn-Sham gap**: 12.19 eV

CARTESIAN COORDINATES (ANGSTROEM)
C 0.59 1.37 -0.07
C 0.59 -1.28 0.36
C -0.17 0.07 0.26
N -0.99 -0.20 -0.88
F -0.92 0.23 1.43
F -1.92 -1.21 -0.43
F -1.82 0.83 -1.22
H 1.63 1.11 0.01
H 0.38 1.65 -1.14
H 0.30 2.24 0.56
H -0.16 -2.02 0.01
H 1.51 -1.31 -0.28
H 0.98 -1.49 1.38

Quick look at the natural (NBO) charges, all values in e:
1. C -0.655
2. C -0.649
3. C 0.423
4. N 0.282
5. F -0.352
6. F -0.261
7. F -0.213
8. H 0.225
9. H 0.241
10. H 0.250
11. H 0.254
12. H 0.222
13. H 0.235

***

[8]
Molecular formula: C3H6F3OS
Method: DFT, ωB97M-V/def2-TZVPD

Output
**Multiplicity**: 1
**LUMO energy**: -5.8 eV
**Charge**: +1
**Kohn-Sham gap**: 10.88 eV

CARTESIAN COORDINATES (ANGSTROEM)
C -0.28 -0.91 0.50
C 0.58 1.72 -0.91
C 2.67 -0.29 0.01
O 0.74 -0.64 -1.84
F 2.73 -1.30 0.80
F 3.74 -0.07 -0.74
F 2.64 1.17 1.08
S 0.79 0.02 -0.58
H -0.20 -0.58 1.53
H 0.04 -2.03 0.51
H -1.37 -0.82 0.26
H -0.49 1.76 -1.18
H 1.29 1.83 -1.70
H 0.83 2.22 -0.03

Quick look at the natural (NBO) charges, all values in e:
1. C -0.866
2. C -0.765
3. C 0.878
4. O -0.861
5. F -0.231
6. F -0.215
7. F -0.504
8. S 1.749
9. H 0.288
10. H 0.328
11. H 0.324
12. H 0.289
13. H 0.296
14. H 0.292